{"formula": "C10H12ClF10N2O2P2", "method": "ωB97M-V/def2-TZVPD", "lumo_energy_ha": -0.1716, "smiles": "C[C@@H](F)[C@H]1C(O)=[N+](C(F)(F)C(F)(F)F)[C@H](P(O)Cl)[C@@]1([PH2]=N)C(F)(F)C(F)F", "orbital_gap_ha": 0.26626, "charge": 1, "spin_multiplicity": 1, "elements": ["C", "C", "F", "C", "C", "O", "N", "C", "F", "F", "C", "F", "F", "F", "C", "P", "O", "Cl", "C", "P", "N", "C", "F", "F", "C", "F", "F", "H", "H", "H", "H", "H", "H", "H", "H", "H", "H", "H", "H"], "positions_angstrom": [[-2.2695, 1.1833, 2.5916], [-1.7674, 0.0190, 1.7382], [-2.8590, -0.6433, 1.2244], [-0.9457, 0.4985, 0.5035], [0.3708, 1.0748, 0.9075], [0.5950, 1.7132, 2.0297], [1.3244, 0.7766, 0.0906], [2.7367, 1.1217, 0.3501], [3.4427, 0.6235, -0.6480], [2.8364, 2.4536, 0.3460], [3.3100, 0.5669, 1.7325], [3.4853, 1.5738, 2.5797], [4.4705, -0.0222, 1.4927], [2.4677, -0.3202, 2.2673], [0.8215, 0.1320, -1.1576], [1.1074, 1.4601, -2.4955], [0.4134, 0.6591, -3.7230], [-0.3152, 2.8402, -1.9303], [-0.5363, -0.4946, -0.6544], [-1.9706, -0.5889, -1.8954], [-3.1742, -1.4996, -1.6059], [-0.2080, -1.9359, -0.1422], [-1.1607, -2.4085, 0.6587], [0.9299, -1.8559, 0.6315], [0.0968, -3.0390, -1.2000], [0.6145, -2.4563, -2.3201], [-1.0003, -3.6853, -1.5452], [-1.9498, 2.1577, 2.2190], [-1.9278, 1.0989, 3.6235], [-3.3603, 1.1547, 2.5805], [-1.1830, -0.6915, 2.3275], [-1.5458, 1.3089, 0.0664], [0.8151, 2.6558, 1.9332], [1.5205, -0.6364, -1.4840], [0.8420, 0.8545, -4.5709], [-1.2929, -0.8127, -3.0929], [-2.2419, 0.7854, -1.9912], [-3.2261, -2.0118, -0.7383], [0.8321, -3.7377, -0.7943]]}